1.
Formula: C43H40BrCeN7O2S4
Source: OMol25
Level of theory: ωB97M-V with the def2-TZVPD basis set

CARTESIAN COORDINATES (ANGSTROEM)
Ce -0.182 0.882 -0.694
C -2.847 0.504 1.751
O -1.702 1.309 1.228
C -1.054 2.217 2.159
C -1.539 2.453 3.410
C -0.953 3.566 4.158
Br -1.711 3.885 5.809
C 0.106 4.252 3.661
C 0.587 3.978 2.331
C 0.043 2.916 1.656
O 0.530 2.503 0.439
C 1.663 4.829 1.766
N 1.750 5.235 0.490
C 2.925 5.938 0.321
C 3.540 6.362 -0.843
C 4.742 7.013 -0.635
C 5.246 7.261 0.639
C 4.555 6.917 1.819
C 3.418 6.198 1.638
N 2.620 5.441 2.480
H -2.513 0.165 2.716
H -3.018 -0.275 1.096
H -3.690 1.154 1.949
H -2.328 1.908 3.902
H 0.505 5.057 4.275
H 1.155 5.031 -0.372
H 3.133 6.126 -1.835
H 5.430 7.355 -1.469
H 6.174 7.813 0.721
H 5.012 7.233 2.751
H 2.761 5.318 3.498
S 0.200 -1.238 1.191
C -0.598 -2.671 0.815
N -0.613 -3.765 1.609
C -1.205 -5.047 1.081
C -2.446 -4.703 0.294
N -2.064 -3.726 -0.742
C -2.765 -4.018 -2.039
C -2.074 -5.214 -2.621
C -2.791 -6.141 -3.323
C -2.142 -7.178 -3.892
C -0.798 -7.210 -3.968
C -0.059 -6.237 -3.296
C -0.713 -5.301 -2.540
C -1.294 -2.738 -0.538
S -1.094 -1.466 -1.671
C 0.092 -3.755 2.935
C -0.821 -4.346 4.040
C -1.983 -3.697 4.339
C -2.668 -4.110 5.433
C -2.182 -5.196 6.198
C -0.967 -5.822 5.865
C -0.318 -5.455 4.713
H -1.349 -5.751 1.896
H -0.409 -5.442 0.399
H -3.265 -4.273 0.881
H -2.813 -5.622 -0.216
H -2.717 -3.152 -2.692
H -3.830 -4.149 -1.702
H -3.853 -5.995 -3.404
H -2.636 -7.893 -4.513
H -0.299 -7.986 -4.508
H 1.101 -6.352 -3.304
H -0.067 -4.542 -2.065
H 0.376 -2.776 3.169
H 1.003 -4.335 2.802
H -2.130 -2.702 3.904
H -3.483 -3.561 5.832
H -2.705 -5.547 7.119
H -0.544 -6.572 6.480
H 0.574 -5.878 4.365
N -1.574 7.407 -3.665
C -0.885 6.677 -2.843
S 0.370 7.227 -1.899
C -1.418 5.269 -2.667
C -1.792 4.909 -1.375
C -1.893 3.542 -1.085
N -1.495 2.601 -1.959
C -1.199 2.935 -3.171
C -1.183 4.282 -3.580
H -1.277 8.352 -4.028
H -2.377 7.033 -4.202
H -2.149 5.643 -0.683
H -2.380 3.130 -0.179
H -1.023 2.186 -3.952
H -0.923 4.480 -4.626
S 2.106 1.260 -2.197
C 2.831 -0.219 -2.816
N 3.366 -0.233 -4.085
C 4.184 -1.205 -4.539
C 4.315 -2.360 -3.803
C 3.797 -2.397 -2.515
C 2.995 -1.348 -2.033
H 3.292 0.587 -4.666
H 4.706 -1.009 -5.523
H 5.006 -3.144 -4.166
H 3.981 -3.215 -1.890
H 2.610 -1.367 -0.991

Values from the calculation:
maximum force	3.70	eV Å⁻¹
frontier orbital gap (spin up / spin down)	5.087 / 5.093	eV
energy above the lowest of the compared OMol25 structures with the same formula, charge and spin	108.8	kJ/mol
total charge	+4
energy	-186044.035	eV

2.
Formula: C43H40F6N6O4P2ReS4
Source: OMol25
Level of theory: ωB97M-V with the def2-TZVPD basis set

CARTESIAN COORDINATES (ANGSTROEM)
Re -16.529 -4.884 14.141
F -13.621 -6.576 18.839
C -13.797 -6.837 17.539
F -13.100 -5.917 16.876
F -13.336 -8.074 17.234
S -15.663 -6.732 17.003
O -15.565 -6.415 15.506
O -16.317 -7.938 17.399
N -16.309 -5.536 17.849
S -16.567 -4.038 17.407
O -17.775 -3.413 17.908
O -16.368 -3.849 15.921
C -15.219 -3.089 18.219
F -15.494 -2.942 19.556
F -15.238 -1.803 17.682
F -13.991 -3.570 18.098
C -25.020 -3.015 10.978
S -23.406 -3.847 10.902
C -23.092 -3.914 12.728
C -21.837 -4.756 12.981
C -20.655 -3.843 12.761
N -19.373 -4.351 13.136
P -17.901 -3.341 12.910
C -18.047 -1.643 13.661
C -18.623 -1.410 14.956
C -18.942 -0.113 15.361
C -18.360 0.980 14.729
C -17.598 0.765 13.604
C -17.458 -0.508 13.012
C -17.738 -2.985 11.086
C -16.468 -3.317 10.481
C -16.207 -2.902 9.139
C -17.239 -2.316 8.439
C -18.389 -1.843 9.053
C -18.653 -2.182 10.405
P -18.885 -5.720 14.150
C -19.564 -7.186 13.311
C -19.237 -7.348 11.977
C -19.344 -8.638 11.405
C -19.867 -9.699 12.190
C -20.242 -9.506 13.475
C -20.149 -8.247 14.034
C -19.668 -5.611 15.806
C -20.524 -4.566 16.237
C -20.890 -4.456 17.567
C -20.505 -5.465 18.430
C -19.877 -6.650 17.927
C -19.372 -6.706 16.625
H -25.492 -3.319 10.077
H -24.912 -1.974 10.966
H -25.611 -3.357 11.860
H -23.901 -4.432 13.268
H -22.967 -2.878 12.998
H -21.830 -5.588 12.310
H -21.682 -5.177 14.033
H -20.859 -2.873 13.299
H -20.649 -3.538 11.663
H -18.903 -2.264 15.533
H -19.450 0.037 16.271
H -18.449 1.948 15.107
H -16.994 1.564 13.134
H -16.869 -0.557 12.100
H -15.696 -3.902 11.009
H -15.262 -3.171 8.628
H -17.200 -2.334 7.327
H -18.936 -1.083 8.543
H -19.520 -1.849 10.929
H -18.841 -6.484 11.434
H -19.180 -8.828 10.320
H -20.053 -10.677 11.758
H -20.714 -10.347 13.999
H -20.584 -7.941 14.990
H -20.888 -3.871 15.471
H -21.492 -3.581 17.874
H -20.597 -5.380 19.479
H -19.640 -7.421 18.637
H -18.721 -7.537 16.289
S -16.112 -6.502 12.600
C -14.408 -6.591 12.956
N -13.877 -7.746 12.578
N -12.530 -7.533 12.525
C -11.652 -8.176 13.350
C -10.239 -7.996 13.118
C -9.375 -8.394 14.148
C -9.881 -9.190 15.190
C -11.236 -9.568 15.265
C -12.114 -9.029 14.376
N -13.762 -5.563 13.541
N -14.595 -4.615 13.987
C -13.923 -3.516 14.591
C -14.397 -2.214 14.428
C -13.649 -1.142 14.870
C -12.445 -1.365 15.570
C -11.964 -2.623 15.676
C -12.703 -3.699 15.159
H -12.147 -6.801 11.899
H -9.941 -7.560 12.126
H -8.338 -8.293 14.131
H -9.220 -9.605 15.910
H -11.537 -10.255 16.063
H -13.217 -9.236 14.501
H -15.348 -2.002 14.000
H -13.888 -0.113 14.508
H -11.953 -0.488 15.961
H -11.125 -2.838 16.303
H -12.261 -4.695 15.137

Values from the calculation:
maximum force	3.70	eV Å⁻¹
frontier orbital gap (spin up / spin down)	5.340 / 4.670	eV
energy above the lowest of the compared OMol25 structures with the same formula, charge and spin	0.0	kJ/mol
total charge	+2
energy	-142705.472	eV
<S²>	4.10
2S+1	4

3.
Formula: C43H40N10O2S3SeSr
Source: OMol25
Level of theory: ωB97M-V with the def2-TZVPD basis set

CARTESIAN COORDINATES (ANGSTROEM)
Sr 0.923 0.900 -0.609
C 2.779 -5.783 2.547
C 2.144 -4.527 1.997
C 0.779 -4.473 1.702
C 0.186 -3.346 1.179
C -1.302 -3.386 0.909
N -2.087 -3.257 2.089
C -1.875 -2.211 3.062
C -2.739 -0.947 2.939
C -2.205 0.127 1.991
N -2.960 1.367 2.250
C -2.571 2.454 2.852
C -1.261 2.944 3.068
C -1.060 3.748 4.213
C 0.166 4.259 4.537
C 0.395 5.083 5.779
C 1.206 4.030 3.620
C 1.071 3.333 2.440
C 2.229 3.374 1.535
N 2.305 2.884 0.371
C 3.500 3.108 -0.434
C 4.013 1.831 -1.109
C 4.333 0.689 -0.142
N 3.141 -0.097 0.202
C 3.318 -1.216 0.790
C 2.342 -2.234 1.157
C 2.888 -3.408 1.703
C 0.935 -2.166 0.926
O 0.311 -1.122 0.501
C -0.202 2.728 2.108
O -0.439 2.130 1.026
H 2.068 -6.353 3.146
H 3.129 -6.436 1.744
H 3.636 -5.548 3.178
H 0.157 -5.343 1.899
H -1.551 -4.353 0.475
H -3.052 -3.511 1.931
H -2.081 -2.635 4.047
H -0.816 -1.942 3.055
H -3.753 -1.243 2.647
H -2.815 -0.501 3.936
H -1.149 0.299 2.148
H -2.337 -0.156 0.948
H -3.960 1.258 2.155
H -3.389 3.053 3.248
H -1.904 3.923 4.876
H -0.359 4.872 6.536
H 1.372 4.874 6.216
H 0.356 6.152 5.558
H 2.176 4.471 3.838
H 3.068 3.972 1.920
H 3.235 3.839 -1.204
H 4.301 3.546 0.178
H 3.338 1.473 -1.898
H 4.926 2.096 -1.645
H 5.082 0.029 -0.586
H 4.774 1.112 0.770
H 4.348 -1.516 1.030
H 3.960 -3.437 1.881
S -6.729 -3.935 -2.916
C -5.410 -3.670 -1.973
S -4.105 -2.574 -2.397
C -3.261 -2.992 -0.924
N -3.886 -3.841 -0.189
N -5.083 -4.212 -0.770
C -5.835 -5.200 -0.060
C -7.201 -5.058 0.122
C -7.893 -6.028 0.831
C -7.226 -7.124 1.360
C -5.855 -7.251 1.180
C -5.156 -6.289 0.467
S -1.745 -2.226 -0.514
H -7.713 -4.204 -0.296
H -8.961 -5.923 0.972
H -7.773 -7.878 1.911
H -5.329 -8.103 1.589
H -4.088 -6.372 0.318
N 5.745 5.042 -9.437
C 5.073 4.857 -8.524
C 4.232 4.629 -7.375
C 3.490 5.674 -6.836
C 2.684 5.457 -5.735
C 2.616 4.194 -5.161
C 3.361 3.145 -5.688
C 4.161 3.365 -6.794
N 1.786 3.976 -4.026
C 1.251 4.930 -3.180
C 0.571 4.244 -2.227
N 0.655 2.888 -2.471
C 1.387 2.764 -3.551
H 3.540 6.656 -7.286
H 2.097 6.275 -5.342
H 3.358 2.158 -5.239
H 4.742 2.550 -7.202
H 1.407 5.984 -3.315
H 0.026 4.635 -1.384
H 1.638 1.830 -4.025
Se 0.854 -1.102 -3.072
C 2.320 -0.313 -3.791
N 3.229 0.231 -4.273

Values from the calculation:
maximum force	0.71	eV Å⁻¹
frontier orbital gap	6.200	eV
energy above the lowest of the compared OMol25 structures with the same formula, charge and spin	20.1	kJ/mol
energy	-162927.143	eV

4.
Formula: C43H40N5O6PReS3
Source: OMol25
Level of theory: ωB97M-V with the def2-TZVPD basis set

CARTESIAN COORDINATES (ANGSTROEM)
Re 0.097 -0.206 0.356
N -2.070 2.226 2.170
C -0.744 2.310 2.378
N 0.154 1.459 1.905
C 1.418 1.781 2.386
C 1.498 2.892 3.139
S -0.063 3.580 3.329
C 2.483 0.860 2.049
C 3.737 0.858 2.523
S 4.600 -0.499 1.914
C 3.191 -1.016 1.064
N 2.151 -0.188 1.181
N 3.245 -2.157 0.372
H -2.440 1.275 2.231
H -2.648 2.938 2.585
H 2.372 3.344 3.575
H 4.193 1.554 3.206
H 4.089 -2.704 0.375
H 2.407 -2.557 -0.024
O -3.826 0.560 0.346
C -2.782 0.864 -0.144
O -1.722 0.012 -0.049
C -2.525 2.107 -0.923
C -3.663 2.848 -1.240
C -3.564 4.022 -1.963
C -2.317 4.464 -2.383
C -1.185 3.727 -2.080
C -1.262 2.548 -1.336
P 0.321 1.635 -1.184
C 0.668 1.417 -2.952
C -0.295 0.734 -3.697
C -0.180 0.649 -5.072
C 0.898 1.244 -5.720
C 1.852 1.928 -4.985
C 1.737 2.023 -3.604
C 1.557 2.819 -0.582
C 2.898 2.431 -0.617
C 3.889 3.281 -0.157
C 3.548 4.525 0.359
C 2.217 4.911 0.414
C 1.223 4.063 -0.053
H -4.623 2.478 -0.910
H -4.455 4.584 -2.208
H -2.225 5.373 -2.962
H -0.225 4.066 -2.450
H -1.146 0.275 -3.202
H -0.934 0.123 -5.643
H 0.995 1.171 -6.794
H 2.688 2.396 -5.487
H 2.475 2.590 -3.055
H 3.174 1.460 -1.017
H 4.926 2.978 -0.207
H 4.322 5.197 0.708
H 1.948 5.881 0.813
H 0.190 4.381 -0.006
C 0.625 -3.722 3.046
C -0.383 -2.907 2.288
O 0.003 -1.824 1.830
C -1.755 -3.406 2.146
C -2.225 -4.395 3.018
C -3.533 -4.835 2.929
C -4.374 -4.311 1.954
C -3.909 -3.343 1.072
C -2.607 -2.887 1.170
H 1.615 -3.296 2.906
H 0.606 -4.761 2.720
H 0.391 -3.714 4.113
H -1.577 -4.817 3.774
H -3.896 -5.592 3.610
H -5.394 -4.663 1.879
H -4.565 -2.937 0.314
H -2.260 -2.119 0.498
C -0.658 -0.901 5.264
N -2.018 -1.322 4.982
C -2.711 -2.081 6.008
C -2.627 -0.966 3.846
O -2.098 -0.333 2.936
H -0.644 -0.171 6.076
H -0.232 -0.457 4.367
H -0.058 -1.760 5.570
H -2.785 -1.504 6.930
H -2.173 -3.007 6.220
H -3.713 -2.331 5.667
H -3.670 -1.308 3.781
O 2.137 -3.032 -7.405
C 2.384 -1.979 -6.610
O 2.941 -1.005 -7.028
C 1.909 -2.058 -5.186
C 0.748 -2.726 -4.819
C 0.297 -2.667 -3.508
C 1.017 -1.937 -2.572
S 0.455 -2.012 -0.891
C 2.199 -1.297 -2.925
C 2.633 -1.344 -4.235
H 1.804 -3.787 -6.904
H 0.160 -3.262 -5.553
H -0.615 -3.176 -3.222
H 2.763 -0.745 -2.182
H 3.525 -0.818 -4.548

Values from the calculation:
maximum force	0.71	eV Å⁻¹
frontier orbital gap (spin up / spin down)	6.288 / 6.681	eV
energy above the lowest of the compared OMol25 structures with the same formula, charge and spin	0.0	kJ/mol
total charge	+2
energy	-108891.627	eV
<S²>	0.76
2S+1	2